# 1
# C4H3NO3

2 unconnected molecules or ions with the total composition C4H3NO3 (the ωB97M-V functional and the def2-TZVPD basis, OMol25).

Cartesian coordinates (Å):
C1 0.64218 0.05928 1.01672
C2 1.36210 -0.74216 0.10374
C3 0.49084 -0.76583 -1.13201
C4 -0.67288 0.25962 -0.88707
H1 -2.34116 1.45035 0.85729
H2 1.05675 0.27576 2.10204
H3 2.02426 -1.65591 -0.02456
N1 -0.66484 0.38721 0.64137
O1 -0.82675 1.93950 0.88173
O2 0.52992 -1.69471 -1.98712
O3 -1.60041 0.48688 -1.57213

As for the highest occupied orbital energy: -9.620 eV. The calculation puts the energy above the lowest of the compared OMol25 structures with the same formula, charge and spin at 8.147 eV. The charge is 0.



# 2
# C4H3NO3

A molecular structure, C4H3NO3 (the ωB97M-V functional and the def2-TZVPD basis, OMol25).

Cartesian coordinates (Å):
C1 -0.19293 0.34716 1.04762
C2 0.51639 -0.88307 0.87605
C3 0.16987 -0.81071 -1.30632
C4 -0.59185 0.49327 -1.25335
H1 -0.19826 2.08934 2.00966
H2 1.30530 -1.24822 1.61373
H3 -0.81876 0.91752 -2.34687
N1 -0.54598 0.93642 -0.05404
O1 -0.53709 0.86141 2.17888
O2 0.60588 -1.44340 -0.30950
O3 0.28743 -1.25973 -2.45586

As for the highest occupied orbital energy: -8.718 eV. The calculation puts the energy above the lowest of the compared OMol25 structures with the same formula, charge and spin at 4.799 eV. The charge is 0.



# 3
# C4H3NO3

C4H3NO3 in the gas phase (the ωB97M-V functional and the def2-TZVPD basis, OMol25).

Cartesian coordinates (Å):
C1 -0.82388 -0.25104 -1.52005
C2 1.43747 0.74624 0.81031
C3 0.40970 0.45881 1.71537
C4 -0.39697 -0.45617 0.93840
H1 -1.41560 -1.13151 -1.63690
H2 2.28077 1.36809 0.98262
H3 0.36030 0.80202 2.74867
N1 0.11651 -0.45265 -0.40292
O1 -0.74018 0.69059 -2.26955
O2 1.28281 0.36732 -0.42122
O3 -1.26750 -1.16504 1.32351

As for the highest occupied orbital energy: -9.801 eV. The calculation puts the energy above the lowest of the compared OMol25 structures with the same formula, charge and spin at 2.996 eV. The charge is 0. As for the SMILES: O=Cn1occc1=O.



# 4
# C4H3NOS

C4H3NOS in the gas phase (the ωB97M-V functional and the def2-TZVPD basis, OMol25).

Cartesian coordinates (Å):
C1 -1.42037 1.21834 1.70844
C2 0.70957 -0.76801 0.00986
C3 1.09151 -1.04193 -1.51941
C4 1.24869 -0.69311 -2.83106
H1 -1.62685 1.74740 0.79899
H2 1.27664 -1.45001 0.78722
H3 1.74971 -0.53296 -3.74012
N1 -0.33420 0.00091 0.11557
O1 -0.71877 0.17010 1.43282
S1 -1.97595 1.34926 3.23771

As for the highest occupied orbital energy: -9.068 eV. The calculation puts the energy above the lowest of the compared OMol25 structures with the same formula, charge and spin at 5.497 eV. The charge is 0. As for the SMILES: C#C/C=N/OC=S.



# 5
# C4H3NOS

C4H3NOS in the gas phase (the ωB97M-V functional and the def2-TZVPD basis, OMol25).

Cartesian coordinates (Å):
C1 -0.96521 -1.58052 -1.78495
C2 0.20882 0.34986 0.38568
C3 0.91716 1.17396 1.30842
C4 1.48729 1.92966 2.03679
H1 -1.70397 -2.17831 -2.34620
H2 0.85808 -0.13263 -0.39867
H3 1.95280 2.60736 2.73879
N1 -1.01742 0.10458 0.52248
O1 0.22395 -1.42552 -1.99031
S1 -1.96150 -0.84843 -0.47203

As for the highest occupied orbital energy: -9.448 eV. The calculation puts the energy above the lowest of the compared OMol25 structures with the same formula, charge and spin at 2.195 eV. The charge is 0. As for the SMILES: C#C/C=N/SC=O.



# 6
# C4H3NS

C4H3NS in the gas phase (the ωB97M-V functional and the def2-TZVPD basis, OMol25).

Cartesian coordinates (Å):
C1 -2.15811 -0.03592 -0.07275
C2 0.25085 0.80357 0.06244
C3 1.15017 -0.39543 -0.03441
C4 1.86701 -1.36876 -0.00249
H1 0.54016 1.73325 -0.72355
H2 0.44616 1.47178 1.07709
H3 2.50228 -2.11855 -0.13897
N1 -1.04819 0.54907 -0.17745
S1 -3.55033 -0.63899 0.01010

As for the highest occupied orbital energy: -9.214 eV. The calculation puts the energy above the lowest of the compared OMol25 structures with the same formula, charge and spin at 2.105 eV. The charge is 0. As for the SMILES: C#CCN=C=S.



# 7
# C4H3NS

C4H3NS in the gas phase (the ωB97M-V functional and the def2-TZVPD basis, OMol25).

Cartesian coordinates (Å):
C1 0.92671 0.35696 -0.72696
C2 0.23988 -0.96153 -0.43904
C3 -0.75393 -0.60092 0.44580
C4 -0.72198 0.86949 0.65247
H1 0.68584 -1.80037 -0.80820
H2 -1.43122 -1.35396 0.95373
H3 -1.32224 1.25377 1.53223
N1 0.16392 1.46692 -0.06117
S1 2.21301 0.76965 -1.54886

As for the highest occupied orbital energy: -9.180 eV. The calculation puts the energy above the lowest of the compared OMol25 structures with the same formula, charge and spin at 0.606 eV. The charge is 0. As for the SMILES: S=C1C=CC=N1.



# 8
# C4H3O2

2 unconnected molecules or ions with the total composition C4H3O2 (the ωB97M-V functional and the def2-TZVPD basis, OMol25).

Cartesian coordinates (Å):
C1 -1.17638 -2.42352 0.20075
C2 -0.17516 -1.80506 0.04852
C3 -0.15734 1.83344 -0.21490
C4 1.58388 0.23841 0.27613
O1 2.50092 -0.44525 0.13622
O2 0.59171 0.92095 0.45991
H1 -2.16749 -2.73461 0.14353
H2 -1.21889 1.94983 -0.05396
H3 0.21874 2.46584 -0.99619

As for the highest occupied orbital energy (alpha / beta): -14.880 / -16.048 eV. The calculation puts the energy above the lowest of the compared OMol25 structures with the same formula, charge and spin at 7.584 eV. The charge is +1.



# 9
# C4H3O2S

A gas-phase ion, C4H3O2S (charge -1) (the ωB97M-V functional and the def2-TZVPD basis, OMol25).

Cartesian coordinates (Å):
C1 1.18827 0.11664 -0.02715
C2 0.72140 1.42403 -0.00620
C3 0.11111 -0.81569 0.22283
C4 -1.17933 0.23964 0.05397
O1 -0.67749 1.39977 0.02463
O2 0.04191 -2.24066 -0.03877
S1 -2.78077 -0.23443 0.00849
H1 2.29099 0.03207 0.06068
H2 1.14246 2.33287 -0.09015
H3 -0.85856 -2.25424 -0.20834

As for the highest occupied orbital energy: -2.104 eV. The calculation puts the energy above the lowest of the compared OMol25 structures with the same formula, charge and spin at 1.749 eV. The charge is -1. As for the SMILES: Oc1ccoc1[S-].



# 10
# C4H3O6Pt

A molecular structure, C4H3O6Pt (the ωB97M-V functional and the def2-TZVPD basis, OMol25).

Cartesian coordinates (Å):
C1 0.20364 1.62966 0.01815
C2 0.38838 0.73553 1.08410
O1 -0.34180 -0.42360 1.02709
C3 -0.16415 -1.54303 1.90473
O2 0.41111 -1.40348 2.95134
O3 -0.73146 -2.52293 1.33649
H1 -0.85008 1.76390 -0.25367
H2 1.26743 0.70854 1.72703
H3 0.83481 2.51884 0.06939
O4 0.61814 0.93056 -1.74140
O5 0.38151 -0.15928 -3.56963
O6 -0.91240 -0.71565 -1.84306
C4 -0.00590 -0.01540 -2.39835
Pt1 -1.09925 -1.50364 -0.31221

As for the highest occupied orbital energy (alpha / beta): -9.119 / -10.043 eV. The charge is 0. As for the spin multiplicity: 4. As for the expectation value of S²: 3.794.



# 11
# C4H3P

C4H3P in the gas phase (the ωB97M-V functional and the def2-TZVPD basis, OMol25).

Cartesian coordinates (Å):
C1 1.98486 -0.34934 -0.33083
C2 -1.92602 -0.92664 0.64317
C3 1.32423 0.54721 0.14091
C4 -1.32040 0.11112 0.82961
P1 0.25408 1.53445 1.07310
H1 2.75055 -0.97224 -0.73129
H2 -2.48806 -1.72385 0.57524
H3 -0.19200 2.36440 -0.18051

As for the highest occupied orbital energy: -9.815 eV. The calculation puts the energy above the lowest of the compared OMol25 structures with the same formula, charge and spin at 0.971 eV. The charge is 0. As for the SMILES: C#CPC#C.



# 12
# C4H4

2 unconnected molecules or ions with the total composition C4H4 (the ωB97M-V functional and the def2-TZVPD basis, OMol25).

Cartesian coordinates (Å):
C1 -2.19833 1.90903 0.39483
C2 -1.30973 0.91839 0.44176
C3 -0.33449 0.18256 0.19121
C4 0.34669 -0.94427 -0.41023
H1 1.67511 1.44688 1.14226
H2 -0.07203 -1.90401 -0.29606
H3 1.34240 -1.14020 -0.11950
H4 0.55038 -0.46838 -1.34427

As for the highest occupied orbital energy: -7.944 eV. The calculation puts the energy above the lowest of the compared OMol25 structures with the same formula, charge and spin at 7.685 eV. The charge is 0.



# 13
# C4H4

2 unconnected molecules or ions with the total composition C4H4 (the ωB97M-V functional and the def2-TZVPD basis, OMol25).

Cartesian coordinates (Å):
C1 2.60135 1.19083 -0.34198
C2 2.47859 0.74898 0.84418
C3 -1.90461 -0.83609 -0.30772
C4 -3.12342 -1.11869 -0.14712
H1 2.61696 1.67566 -1.25061
H2 2.21348 -0.00256 1.70236
H3 -0.88515 -0.24981 -0.79509
H4 -4.25670 -1.33338 0.05914

As for the highest occupied orbital energy: -10.401 eV. The calculation puts the energy above the lowest of the compared OMol25 structures with the same formula, charge and spin at 3.594 eV. The charge is 0. As for the SMILES: C#C.C#C.



# 14
# C4H4

C4H4 in the gas phase (the ωB97M-V functional and the def2-TZVPD basis, OMol25).

Cartesian coordinates (Å):
C1 -2.22537 -0.15904 0.04184
C2 -1.10247 0.16309 0.14032
C3 1.53901 -0.27739 0.03383
C4 0.41694 0.51895 0.04185
H1 -3.15603 -0.50177 -0.31748
H2 1.37706 -1.43250 -0.03924
H3 2.60325 0.13296 0.02322
H4 0.54761 1.55570 0.07566

As for the highest occupied orbital energy: -9.616 eV. The calculation puts the energy above the lowest of the compared OMol25 structures with the same formula, charge and spin at 0.805 eV. The charge is 0. As for the SMILES: C#CC=C.



# 15
# C4H4

A molecular structure, C4H4 (the ωB97M-V functional and the def2-TZVPD basis, OMol25).

Cartesian coordinates (Å):
C1 0.37016 0.73467 0.45871
C2 0.52958 0.32934 -0.75991
C3 0.19524 1.13831 1.67357
C4 0.63081 -0.09196 -1.95679
H1 1.00633 1.51829 2.27674
H2 -0.77286 1.11319 2.15080
H3 -1.26506 -2.16110 -1.75952
H4 -0.69420 -2.58074 -2.08359

As for the highest occupied orbital energy (alpha / beta): -7.926 / -10.262 eV. The calculation puts the energy above the lowest of the compared OMol25 structures with the same formula, charge and spin at 2.076 eV. The charge is 0. As for the spin multiplicity: 3. As for the expectation value of S²: 2.042.



# 16
# C4H4

2 unconnected molecules or ions with the total composition C4H4 (the ωB97M-V functional and the def2-TZVPD basis, OMol25).

Cartesian coordinates (Å):
C1 0.66013 0.93220 0.68057
C2 -0.07095 1.19827 -0.48169
C3 -0.99165 -0.11458 -0.37612
C4 0.05871 -0.26169 0.53867
H1 1.41288 1.38122 1.27253
H2 -1.98904 -0.11473 0.05834
H3 -0.78584 -0.67684 -1.24595
H4 1.70576 -2.34385 -0.44635

As for the highest occupied orbital energy (alpha / beta): -7.361 / -9.892 eV. The calculation puts the energy above the lowest of the compared OMol25 structures with the same formula, charge and spin at 2.888 eV. The charge is 0. As for the spin multiplicity: 3. As for the expectation value of S²: 2.016.



# 17
# C4H40NO16

16 unconnected molecules or ions with the total composition C4H40NO16 (the ωB97M-V functional and the def2-TZVPD basis, OMol25).

Cartesian coordinates (Å):
C1 2.23350 3.76830 3.00052
C2 1.64031 2.53561 2.45973
C3 2.14196 1.26102 2.42841
C4 -0.36694 3.37682 1.07734
N1 0.32950 2.56704 2.01341
H1 1.80520 4.14408 3.93291
H2 3.27358 3.56881 3.27735
H3 2.26780 4.63215 2.33327
H4 1.39938 0.57388 2.03009
H5 3.12355 0.80190 2.49055
H6 -1.24632 3.90454 1.42611
H7 0.29437 4.10117 0.60480
H8 -0.23474 1.86687 2.47462
H9 -2.52140 -0.60225 -0.76149
H10 -1.01824 -0.78482 -1.04400
O1 -1.78371 -0.21910 -1.25666
H11 -5.35849 -0.89082 -0.99670
H12 -4.82947 -2.04981 -0.20531
O2 -4.63642 -1.12855 -0.39377
H13 3.80079 -1.24081 0.14587
H14 2.63356 -0.44129 0.69233
O3 3.55765 -0.34456 0.45202
H15 -1.52554 -4.36958 -2.73667
H16 -1.56668 -3.76764 -1.23320
O4 -1.93509 -3.74753 -2.13462
H17 -0.47375 -1.91561 0.71402
H18 0.84278 -2.03609 0.09115
O5 -0.08348 -2.25972 -0.12945
H19 -0.20079 2.43796 -3.05957
H20 1.01239 1.96300 -2.03920
O6 0.46131 2.75447 -2.27956
H21 -1.78721 2.31972 -4.44335
H22 -1.20085 0.95403 -3.86437
O7 -0.99639 1.87042 -4.12239
H23 -1.33923 1.78107 0.01603
H24 0.06133 2.98705 -1.37904
O8 -0.77546 2.58789 -0.05027
H25 1.90312 -1.18651 -3.37684
H26 1.28781 -2.41787 -3.98113
O9 2.00165 -2.14010 -3.36928
H27 -1.53702 0.80176 3.27742
H28 -0.46131 0.29082 4.39556
O10 -1.38205 0.31719 4.09305
H29 0.91488 -5.30696 1.60042
H30 0.19259 -4.07738 2.11323
O11 0.88617 -4.34943 1.50472
H31 -3.25905 1.12573 1.35000
H32 -2.44774 -0.21231 1.40909
O12 -2.35759 0.74380 1.37099
H33 2.48464 -2.39266 -1.76624
H34 2.90251 -3.16143 -0.48084
O13 2.62936 -2.29150 -0.80473
H35 -1.29723 -2.00727 2.91926
H36 -2.51083 -2.83774 2.59413
O14 -1.65188 -2.58309 2.23080
H37 3.03528 0.72761 -1.17069
H38 2.98576 2.32661 -1.36037
O15 2.57650 1.49014 -1.57791
H39 -1.04086 -0.81338 -2.88923
H40 -1.82650 -1.77600 -3.85342
O16 -1.02699 -1.22967 -3.75891

As for the highest occupied orbital energy (alpha / beta): -15.482 / -15.482 eV. The calculation puts the energy above the lowest of the compared OMol25 structures with the same formula, charge and spin at 0.000 eV. The charge is +2. As for the spin multiplicity: 2. As for the expectation value of S²: 0.769.



# 18
# C4H41N3O14

15 unconnected molecules or ions with the total composition C4H41N3O14 (the ωB97M-V functional and the def2-TZVPD basis, OMol25).

Cartesian coordinates (Å):
C1 0.09256 3.00334 1.28901
N1 -0.72492 1.88453 1.77604
C2 -2.14953 1.84671 1.50688
N2 -2.47151 1.53494 0.08959
C3 1.49761 2.48791 0.99844
C4 1.58220 1.42025 -0.12718
N3 2.26575 3.69509 0.63135
H1 0.19373 3.67736 2.14502
H2 -0.27411 3.65474 0.48629
H3 -0.42549 0.99646 1.38990
H4 -2.65611 2.77506 1.77488
H5 -2.55963 1.01512 2.07901
H6 -1.74753 1.81750 -0.56490
H7 -3.26821 2.11216 -0.16826
H8 1.95030 2.09752 1.91004
H9 1.62211 0.43082 0.33542
H10 0.60467 1.56224 -0.57076
H11 2.42122 1.46591 -0.81365
H12 1.89215 4.06654 -0.23725
H13 3.24679 3.53554 0.46862
H14 -0.29481 -1.88458 1.53006
H15 -1.34105 -1.78392 2.50067
O1 -1.18793 -1.48700 1.58503
H16 -1.91416 -2.59658 0.17410
H17 -3.02291 -3.30932 -0.60005
O2 -2.13023 -2.96045 -0.67751
H18 4.49666 -1.64773 2.41457
H19 3.32356 -1.42420 1.56667
O3 4.28045 -1.30539 1.53546
H20 0.87329 -4.22546 2.05617
H21 1.94064 -3.22578 1.50024
O4 1.20791 -3.32609 2.12713
H22 -2.51240 1.40086 -4.76504
H23 -3.47590 0.35581 -3.91384
O5 -3.06997 1.21126 -4.01256
H24 3.12001 -1.88932 -0.18463
H25 1.83540 -2.15303 -1.01092
O6 2.34148 -2.45453 -0.25188
H26 0.46258 1.53916 -2.36858
H27 -0.82135 1.97376 -2.90377
O7 0.00407 2.36267 -2.56576
H28 -3.77544 -1.52948 0.79171
H29 -4.73367 -2.34977 1.55277
O8 -4.00144 -2.45245 0.92672
H30 0.27522 -1.61149 -2.63265
H31 1.68464 -1.50796 -3.08677
O9 0.86988 -1.99611 -3.28412
H32 -1.46395 -0.94317 -3.79680
H33 -0.49931 -1.48851 -4.84873
O10 -1.41336 -1.21131 -4.73041
H34 0.37835 1.57178 3.54197
H35 1.66385 1.49387 4.33577
O11 0.72796 1.27827 4.40747
H36 4.08020 0.12791 -2.48904
H37 3.79461 -1.14884 -3.22032
O12 3.58737 -0.69138 -2.40102
H38 -1.56758 -1.41191 -1.56735
H39 -2.78038 -0.69256 -2.10335
O13 -1.81982 -0.67470 -2.15817
H40 -0.24167 -0.45524 3.62260
H41 0.10935 -1.25500 4.97169
O14 -0.08223 -1.30184 4.03403

As for the highest occupied orbital energy: -9.353 eV. The calculation puts the energy above the lowest of the compared OMol25 structures with the same formula, charge and spin at 1.355 eV. The charge is 0.



Q: Which maximum force values were calculated for the entries above? A: 7.3 9.3 4.3 11.6 2.6 8.8 5.4 6.4 7.7 6.9 5.8 4.1 7.9 6.8 3.3 2.3 2.6 2.3, in eV/A.
Q: Which E values were calculated for the entries above? A: -11821.386 -11824.734 -11826.538 -18562.756 -18566.057 -16518.145 -16519.644 -8274.032 -19125.423 -19720.880 -13479.644 -4202.473 -4206.564 -4209.354 -4204.398 -4203.586 -39030.658 -37948.429, in eV.